(1)
Computed, not measured: a 2-piece molecular cluster, C3H11N2O overall at a distorted geometry, with ωB97M-V with the def2-TZVPD basis set.

Properties
Calculated total energy = -305.3094 a.u.
Charge = +1
Molar mass = 91.13 g mol⁻¹
Gap between HOMO and LUMO = 9.960 eV
HOMO energy = -0.4966 Eh

Last columns: bonded neighbours and bond lengths (Å).
Positions of all 17 atoms, in Å:
1 C -2.11 0.87 1.85  C2 1.525, H6 1.117, H7 0.958, H8 1.194
2 C -1.03 0.27 0.95  C1 1.525, C3 1.323, N5 1.464
3 C 0.06 -0.44 1.19  C2 1.323, N4 1.558, H9 1.048
4 N 0.86 -0.60 -0.14  C3 1.558, H10 1.043, H11 1.000, H12 1.053
5 N -1.24 0.73 -0.43  C2 1.464, H13 1.087, H14 1.017
6 H -1.53 1.69 2.34  C1 1.117
7 H -2.45 0.22 2.46  C1 0.958
8 H -3.11 1.28 1.34  C1 1.194
9 H 0.37 -0.51 2.19  C3 1.048
10 H 1.44 0.24 -0.33  N4 1.043
11 H 0.06 -0.83 -0.69  N4 1.000
12 H 1.39 -1.51 -0.19  N4 1.053
13 H -0.71 0.45 -1.33  N5 1.087
14 H -1.50 1.71 -0.49  N5 1.017
15 H 3.24 -0.53 -2.67  O17 0.953
16 H 3.53 -1.71 -3.28  O17 1.002
17 O 2.74 -1.33 -2.79  H15 0.953, H16 1.002

Here are the natural (NBO) charges for atoms 1 to 6, given in e: -0.638, 0.258, -0.208, -0.700, -0.875, 0.248



(2)
Computed, not measured: a 2-piece molecular cluster, C3H11N2O overall at a distorted geometry, with ωB97M-V with the def2-TZVPD basis set.

Properties
Calculated total energy = -305.3686 a.u.
Charge = +1
Molar mass = 91.13 g mol⁻¹
Gap between HOMO and LUMO = 10.905 eV
HOMO energy = -0.5177 Eh

Last columns: bonded neighbours and bond lengths (Å).
Positions of all 17 atoms, in Å:
1 C 1.31 0.39 2.21  C2 1.491, H5 1.161, H6 1.024, H9 1.075
2 C 1.27 0.71 0.76  C1 1.491, O3 1.228, N4 1.421
3 O 0.48 0.04 0.10  C2 1.228
4 N 1.82 1.92 0.23  C2 1.421, H7 1.068, H8 1.003
5 H 2.35 0.66 2.66  C1 1.161
6 H 1.25 -0.57 2.56  C1 1.024
7 H 2.16 2.07 -0.77  N4 1.068
8 H 1.96 2.69 0.85  N4 1.003
9 H 0.49 0.75 2.81  C1 1.075
10 C -2.10 -1.67 -1.14  N11 1.588, H15 1.213, H16 1.154, H17 1.116
11 N -1.30 -0.43 -1.74  C10 1.588, H12 1.119, H13 1.130, H14 0.939
12 H -0.71 0.12 -0.97  N11 1.119
13 H -0.56 -0.76 -2.53  N11 1.130
14 H -1.84 0.16 -2.24  N11 0.939
15 H -2.14 -2.70 -1.78  C10 1.213
16 H -3.08 -1.34 -0.64  C10 1.154
17 H -1.37 -2.05 -0.38  C10 1.116

Here are the natural (NBO) charges for atoms 1 to 6, given in e: -0.747, 0.739, -0.687, -0.846, 0.239, 0.265



(3)
Computed, not measured: a 2-piece molecular cluster, C3H11N2O overall at a distorted geometry, with ωB97M-V with the def2-TZVPD basis set.

Properties
Calculated total energy = -305.4016 a.u.
Charge = +1
Molar mass = 91.13 g mol⁻¹
Gap between HOMO and LUMO = 9.278 eV
HOMO energy = -0.4567 Eh

Last columns: bonded neighbours and bond lengths (Å).
Positions of all 17 atoms, in Å:
1 C 0.82 -1.01 1.69  C2 1.502, H6 1.081, H7 1.089, H8 1.134
2 C 0.39 -0.28 0.45  C1 1.502, C3 1.347, N5 1.500
3 C 0.11 -0.80 -0.76  C2 1.347, N4 1.365, H9 1.082
4 N 0.16 -2.13 -1.08  C3 1.365, H10 1.005, H11 1.007
5 N 0.35 1.21 0.61  C2 1.500, H12 1.020, H13 1.019, H14 1.037
6 H 0.92 -2.05 1.42  C1 1.081
7 H 1.74 -0.61 2.12  C1 1.089
8 H 0.00 -0.88 2.48  C1 1.134
9 H -0.09 -0.11 -1.56  C3 1.082
10 H 0.06 -2.84 -0.37  N4 1.005
11 H -0.31 -2.36 -1.94  N4 1.007
12 H -0.18 1.34 1.48  N5 1.020
13 H 1.27 1.62 0.46  N5 1.019
14 H -0.26 1.59 -0.14  N5 1.037
15 H -2.32 2.33 -1.35  O17 0.975
16 H -1.30 2.77 -2.16  O17 0.976
17 O -1.35 2.21 -1.36  H15 0.975, H16 0.976

Here are the natural (NBO) charges for atoms 1 to 6, given in e: -0.652, -0.007, 0.037, -0.779, -0.705, 0.240



(4)
Computed, not measured: a 2-piece molecular cluster, C3H11N2O overall at a distorted geometry, with ωB97M-V with the def2-TZVPD basis set.

Properties
Calculated total energy = -305.3294 a.u.
Charge = +1
Molar mass = 91.13 g mol⁻¹
Gap between HOMO and LUMO = 9.043 eV
HOMO energy = -0.4590 Eh

Last columns: bonded neighbours and bond lengths (Å).
Positions of all 17 atoms, in Å:
1 C -2.11 -1.07 -0.64  C2 1.421, H6 1.138, H7 1.110, H8 1.116
2 C -0.94 -0.56 -0.01  C1 1.421, C3 1.386, N5 1.386
3 C 0.20 -0.83 -0.74  C2 1.386, N4 1.406, H9 1.198
4 N 1.41 -0.11 -0.75  C3 1.406, H10 1.089, H11 1.011, H12 1.054
5 N -1.13 0.22 1.13  C2 1.386, H13 0.975, H14 1.005
6 H -2.09 -2.14 -1.00  C1 1.138
7 H -2.52 -0.54 -1.52  C1 1.110
8 H -2.99 -0.92 0.03  C1 1.116
9 H 0.09 -1.92 -1.21  C3 1.198
10 H 1.92 -0.15 0.21  N4 1.089
11 H 1.34 0.85 -1.05  N4 1.011
12 H 2.15 -0.34 -1.46  N4 1.054
13 H -2.05 0.38 1.41  N5 0.975
14 H -0.41 0.89 1.35  N5 1.005
15 H 2.38 2.58 0.82  O17 0.857
16 H 2.41 1.78 2.17  O17 0.904
17 O 2.32 1.86 1.27  H15 0.857, H16 0.904

Here are the natural (NBO) charges for atoms 1 to 6, given in e: -0.676, 0.257, -0.294, -0.690, -0.759, 0.262



(5)
Computed, not measured: a 2-piece molecular cluster, C3H11N2O overall at a distorted geometry, with ωB97M-V with the def2-TZVPD basis set.

Properties
Calculated total energy = -305.3819 a.u.
Charge = +1
Molar mass = 91.13 g mol⁻¹
Gap between HOMO and LUMO = 10.842 eV
HOMO energy = -0.5453 Eh

Last columns: bonded neighbours and bond lengths (Å).
Positions of all 17 atoms, in Å:
1 C 0.23 1.69 -0.12  C2 1.535, H6 1.127, H7 1.187, H8 1.097
2 C -0.96 1.14 -0.93  C1 1.535, N5 1.477, H9 1.109, H10 1.150
3 N -0.28 -2.19 -0.15  C4 1.320, H11 1.019, H12 1.000
4 C -0.84 -1.20 -0.83  N3 1.320, N5 1.308, H13 1.206
5 N -1.49 -0.14 -0.42  C2 1.477, C4 1.308, H14 1.029
6 H -0.09 1.84 0.94  C1 1.127
7 H 1.19 0.99 -0.17  C1 1.187
8 H 0.55 2.60 -0.65  C1 1.097
9 H -1.82 1.84 -0.87  C2 1.109
10 H -0.47 0.92 -1.95  C2 1.150
11 H -0.40 -2.16 0.86  N3 1.019
12 H 0.02 -3.01 -0.64  N3 1.000
13 H -0.59 -1.25 -2.00  C4 1.206
14 H -2.21 -0.04 0.31  N5 1.029
15 H 2.50 0.34 2.51  O17 0.985
16 H 2.59 -1.08 2.21  O17 0.971
17 O 2.07 -0.32 1.92  H15 0.985, H16 0.971

Here are the natural (NBO) charges for atoms 1 to 6, given in e: -0.635, -0.221, -0.679, 0.431, -0.579, 0.223



(6)
Computed, not measured: a 2-piece molecular cluster, C3H11N2O2 overall at a distorted geometry, with ωB97M-V with the def2-TZVPD basis set.

Properties
Calculated total energy = -380.8733 a.u.
Charge = -1
Molar mass = 107.13 g mol⁻¹
Gap between HOMO and LUMO = 6.329 eV
HOMO energy = -0.1119 Eh

Last columns: bonded neighbours and bond lengths (Å).
Positions of all 18 atoms, in Å:
1 C -1.49 -1.83 1.28  O2 1.435, C3 1.517, H5 1.102, H6 1.092
2 O -2.73 -2.16 0.64  C1 1.435, H7 0.935
3 C -0.53 -1.32 0.22  C1 1.517, N4 1.472, H8 1.088, H9 1.100
4 N 0.81 -1.03 0.76  C3 1.472, H10 1.012, H11 1.060
5 H -1.65 -1.00 1.99  C1 1.102
6 H -1.11 -2.71 1.81  C1 1.092
7 H -3.16 -2.82 1.15  O2 0.935
8 H -0.39 -2.07 -0.55  C3 1.088
9 H -0.95 -0.35 -0.10  C3 1.100
10 H 0.75 -0.67 1.71  N4 1.012
11 H 1.23 -0.32 0.10  N4 1.060
12 N 1.56 3.28 -1.35  C13 1.506, H15 1.018, H16 1.021
13 C 1.02 2.10 -0.59  N12 1.506, O14 1.341, H17 1.113, H18 1.122
14 O 1.43 0.91 -1.05  C13 1.341
15 H 1.17 3.17 -2.28  N12 1.018
16 H 2.52 2.96 -1.47  N12 1.021
17 H 1.32 2.26 0.47  C13 1.113
18 H -0.10 2.20 -0.58  C13 1.122

Here are the natural (NBO) charges for atoms 1 to 6, given in e: -0.065, -0.733, -0.232, -0.912, 0.144, 0.147